# 1
Molecular formula: C28H34GeN5O8P2SV
Method: DFT, the ωB97M-V functional and the def2-TZVPD basis

Properties
net charge = +1
expectation value of S² = 3.7607
HOMO-LUMO gap (alpha / beta) = 6.83 / 7.22 eV
LUMO energy (alpha / beta) = -3.17 / -3.30 eV
E = -165040.3193 eV
2S+1 = 4
HOMO (alpha / beta) = -9.9937 / -10.5201 eV

Last column: Mulliken charge in e.
Element x y z (Å)
O 4.32 3.96 0.17  -0.513
H -4.02 -1.67 2.91  0.463
O 1.80 4.42 0.28  -0.859
H -5.68 2.11 1.76  0.423
C -4.94 0.24 2.47  -0.648
H 0.21 -1.64 -3.46  0.383
N -0.13 0.50 2.96  -0.528
C -5.01 1.28 1.58  -0.630
H -2.67 2.33 2.41  0.201
H 4.75 2.40 -2.20  0.351
N 1.03 0.06 2.40  0.709
C -2.56 0.21 -1.05  0.709
C -0.63 -0.96 -3.34  -1.161
H 2.21 -1.95 4.78  0.475
O 0.39 2.29 -2.58  -0.852
C -3.34 0.20 0.14  0.171
H -4.57 -4.80 -3.11  0.411
Ge -1.41 -1.25 -1.60  0.665
O 2.06 0.52 -1.62  -0.517
C -3.61 -5.43 -1.30  -0.508
C -3.85 -4.54 -2.34  -0.741
H 2.43 5.02 -2.94  0.314
C 2.79 3.20 -1.88  0.575
H 2.88 0.64 -3.96  0.381
C -2.68 -5.10 -0.32  -0.912
H -4.13 -6.37 -1.26  0.391
O -0.04 -1.27 -0.26  0.788
P 1.77 1.74 -2.46  0.504
C 4.16 -1.11 0.31  -0.406
N 1.95 4.40 -2.29  -0.097
H -3.37 -2.66 -3.22  0.295
H 1.69 -0.31 5.18  0.372
C 1.55 -1.13 4.48  -2.042
C 1.83 -0.69 3.08  1.002
H 1.29 -2.52 0.63  0.543
H -1.38 -1.18 -4.10  0.472
H -1.29 -3.65 0.40  0.177
H -5.57 0.23 3.35  0.416
H 4.47 4.31 1.06  0.360
N -1.99 1.82 2.95  -0.326
H -0.30 0.33 3.94  0.352
C 4.15 -1.66 2.98  -0.969
H 6.13 -2.43 2.70  0.447
C 4.16 3.26 -2.52  -1.865
P 2.83 3.38 -0.01  0.384
C -0.91 1.40 2.27  0.181
H -2.36 1.28 3.71  0.246
C -4.21 1.29 0.41  0.589
C 5.28 -1.71 0.87  -0.892
C 0.79 -2.33 -0.33  -0.466
C -4.27 2.37 -0.51  -0.962
V 1.43 0.46 0.38  1.211
S -0.55 1.98 0.75  -0.246
O 2.77 2.04 0.68  -0.432
O 2.35 1.44 -3.93  -0.607
H -2.04 1.31 -2.80  0.269
C -2.01 -3.89 -0.38  0.417
C 3.06 -1.08 2.35  0.545
H 4.10 -0.86 -0.74  0.595
H 1.07 4.03 -2.69  0.280
H 1.70 4.88 -1.39  0.387
H 4.70 4.15 -2.22  0.536
C -3.50 2.37 -1.63  -1.045
C -3.29 -0.85 1.09  -0.107
C -3.17 -3.34 -2.40  -0.642
H -2.49 -5.79 0.49  0.409
H 4.08 3.22 -3.61  0.466
H 0.53 -1.50 4.56  0.456
H -0.30 0.07 -3.46  0.194
H -3.54 3.20 -2.33  0.455
C -4.06 -0.84 2.22  -1.114
C -2.65 1.27 -1.91  -0.285
C -2.24 -2.99 -1.42  0.656
O 0.97 -3.00 -1.31  -0.498
C 5.27 -1.98 2.22  -0.587
H 6.13 -1.95 0.25  0.446
H -4.93 3.20 -0.29  0.436
H 4.15 -1.86 4.04  0.411
N 3.08 -0.80 1.03  0.412
H -2.63 -1.69 0.91  0.128

***

# 2
Molecular formula: C20H36BrIrNO6SSi
Method: DFT, the ωB97M-V functional and the def2-TZVPD basis

Properties
energy above the lowest of the compared OMol25 structures with the same formula, charge and spin = 2.090 eV
net charge = +2
expectation value of S² = 0.7558
HOMO-LUMO gap (alpha / beta) = 4.66 / 4.22 eV
LUMO energy (alpha / beta) = -9.50 / -9.94 eV
E = -126680.3655 eV
2S+1 = 2
HOMO (alpha / beta) = -14.1612 / -14.1614 eV

Last column: Mulliken charge in e.
Element x y z (Å)
H -4.68 1.20 -0.72  0.583
Ir -0.87 -1.53 0.18  2.555
O 1.59 1.56 -1.38  0.323
S 0.85 -1.50 -1.36  -0.182
H 1.91 3.99 -2.24  0.391
H 5.92 1.88 -0.27  0.516
H 4.23 2.31 -0.58  0.197
H -5.00 -2.99 -1.60  0.471
C -3.30 -1.12 -0.63  0.680
H -2.14 -5.19 3.82  0.381
H -1.86 -2.87 3.02  0.341
C -6.56 0.50 -1.49  -0.239
H 5.08 -1.75 0.55  0.371
C -0.77 1.83 -1.96  -1.333
H 1.33 -0.98 3.12  0.283
C -1.71 -3.71 2.34  -0.093
C 1.04 1.81 -3.70  -1.655
H -8.29 -0.59 -2.22  0.409
Br -7.40 2.18 -1.51  -0.103
H 5.21 -0.45 1.74  0.348
H 6.43 -0.61 0.47  0.442
O -2.52 -0.14 -0.41  -0.967
C -1.35 -4.97 3.11  -1.332
H -1.25 -5.82 2.44  0.410
C 0.66 2.23 -2.28  1.734
H 0.60 2.72 3.02  0.543
H 4.40 -1.20 -1.85  0.346
H -2.60 -3.85 1.74  0.270
C -7.25 -0.64 -1.91  -0.101
H 1.38 0.50 4.09  0.482
N -6.68 -1.83 -1.93  -0.551
H 0.37 2.29 -4.41  0.471
H 0.63 3.98 -1.02  0.365
C 0.87 3.72 -2.05  -1.711
C 0.67 2.25 2.04  -1.476
H -1.03 2.09 -0.93  0.116
H -0.07 2.69 1.38  0.279
H -1.11 -0.66 2.65  0.287
C 4.56 0.21 -0.21  1.517
H 4.77 1.93 1.07  0.333
C 4.89 1.68 0.02  -1.464
H -0.32 -4.13 0.98  0.305
C 0.45 0.75 2.17  1.499
C -5.43 -2.00 -1.54  -0.314
H -1.45 2.34 -2.63  0.665
C -5.26 0.35 -1.06  -0.183
Si 1.72 0.35 -0.37  -0.812
H -0.90 0.75 -2.09  0.130
H -1.18 0.83 3.59  0.520
O 3.16 0.01 0.17  -0.211
H 2.48 0.30 2.72  0.221
C 4.73 -0.17 -1.68  -1.499
O -0.59 -3.34 1.47  -0.467
C -0.97 0.43 2.60  -1.757
H -1.69 0.85 1.90  0.261
H 0.95 0.73 -3.81  0.334
H -0.42 -4.83 3.65  0.353
O -2.84 -2.29 -0.43  -0.794
H 4.14 0.50 -2.31  0.251
O 0.60 0.15 0.82  0.365
H 0.22 4.30 -2.71  0.444
C 5.37 -0.71 0.69  -1.614
C -4.68 -0.91 -1.08  0.217
C 1.48 0.10 3.09  -1.384
H 5.78 -0.09 -1.96  0.508
H 1.66 2.45 1.63  0.340
H 2.06 2.10 -3.93  0.386

***

# 3
Molecular formula: C3H4N2O
Method: DFT, the ωB97M-V functional and the def2-TZVPD basis

Properties
structure (SMILES) = NC1=CN1C=O
energy above the lowest of the compared OMol25 structures with the same formula, charge and spin = 3.905 eV
HOMO-LUMO gap = 9.26 eV
LUMO energy = 0.88 eV
E = -8199.9805 eV
HOMO = -8.3809 eV

Last column: Mulliken charge in e.
Element x y z (Å)
O -0.80 -1.37 -1.24  -0.509
H -0.73 2.36 0.50  0.369
N 1.76 -0.10 -0.08  -0.448
H 1.70 -1.08 -0.29  0.259
C -1.40 -0.81 -0.35  0.193
N -0.77 -0.03 0.63  -0.443
C -0.34 1.39 0.29  -0.393
H 2.51 0.17 0.54  0.262
C 0.54 0.46 0.17  0.345
H -2.47 -0.98 -0.16  0.366